Entry from the OMol25 dataset: a cluster of 2 separate species, C2H9N2O in total in a non-equilibrium geometry (wB97M-V/def2-TZVPD).

Results
lowest unoccupied orbital energy: -0.1204 hartree
max |F|: 2.396 eV/Å
HOMO: -12.81 eV
multiplicity: 1
gap between HOMO and LUMO: 9.536 eV
calculated total energy: -7240.538 eV
energy above the lowest of the compared OMol25 structures with the same formula, charge and spin: 41.9 kcal/mol
charge: +1

Each atom is followed by the atoms it is bonded to, with distances in Å.
Atoms and positions in Å:
1 O 1.36 1.73 2.15  H11 0.940, H14 0.953
2 N 0.64 -0.72 0.78  C4 1.466, H9 1.010, H10 1.029, H12 1.023
3 N -1.63 -0.47 -2.20  C5 1.355, H8 0.986, H13 1.004
4 C -0.01 -0.79 -0.53  N2 1.466, C5 1.344, H7 1.089
5 C -1.00 -0.06 -1.08  N3 1.355, C4 1.344, H6 1.087
6 H -1.13 0.95 -0.71  C5 1.087
7 H 0.33 -1.68 -1.07  C4 1.089
8 H -2.27 0.13 -2.65  N3 0.986
9 H 1.27 -1.50 0.95  N2 1.010
10 H 1.12 0.17 0.95  N2 1.029
11 H 0.80 2.47 2.28  O1 0.940
12 H -0.09 -0.87 1.48  N2 1.023
13 H -1.61 -1.46 -2.35  N3 1.004
14 H 2.22 2.11 1.98  O1 0.953

These are the Löwdin partial charges, in e, on atoms 1 to 8: O -0.02; N 0.18; N 0.11; C -0.13; C -0.18; H 0.13; H 0.12; H 0.10